Entry 1
The following is a quantum chemistry calculation of a molecular structure, C2H7IN3, from the OMol25 dataset.

Results
Gap between HOMO and LUMO in eV: 9.88
HOMO energy in eV: -13.916
LUMO energy in eV: -4.04

The geometry in ORCA input format:
```
! wB97M-V def2-TZVPD RIJCOSX def2/J DEFGRID3
* xyz 1 1
H 1.038 -1.762 1.244
H -0.240 2.338 -0.228
H -0.212 -2.158 0.125
I -1.013 0.422 -2.439
H -2.050 -0.038 0.025
H 1.658 -0.317 -1.535
C 0.012 -0.211 0.406
H 1.587 -0.976 -1.169
N -0.809 1.646 0.412
C -1.140 0.412 -0.355
N 0.249 -1.463 0.675
H 0.783 1.222 1.791
N 0.138 0.884 1.048
*
```

=====

Entry 2
The following is a quantum chemistry calculation of 2 unconnected molecules or ions with the total composition C2H7IN3, from the OMol25 dataset.

Results
Gap between HOMO and LUMO (spin up / spin down) in eV: 5.95 / 5.94
HOMO energy (spin up / spin down) in eV: -13.562 / -13.559
LUMO energy (spin up / spin down) in eV: -7.61 / -7.62

The geometry in ORCA input format:
```
! wB97M-V def2-TZVPD RIJCOSX def2/J DEFGRID3
* xyz 1 1
N 0.201 -0.701 -0.926
H -2.288 -0.979 -0.056
N 0.207 0.670 0.925
H -0.425 -1.230 -1.563
I 3.280 0.662 -0.938
H -2.105 0.351 -1.343
H 1.752 1.227 1.871
C -1.934 0.183 -0.204
N 1.398 0.476 1.291
H -2.481 0.841 0.435
H 1.775 -0.455 1.418
C -0.451 0.045 0.000
H 1.072 -1.089 -0.909
*
```

=====

Energy comparison, zero being the most stable, in hartree: entry 1 0.0059; entry 2 0.0000.

=====

Entry 1
The following is a quantum chemistry calculation of 2 unconnected molecules or ions with the total composition C2H7IN3, from the OMol25 dataset.

Results
Gap between HOMO and LUMO in eV: 9.40
HOMO energy in eV: -13.511
LUMO energy in eV: -4.11

The geometry in ORCA input format:
```
! wB97M-V def2-TZVPD RIJCOSX def2/J DEFGRID3
* xyz 1 1
H 0.626 -1.384 -1.252
H -1.024 1.534 -1.304
H -1.528 0.904 1.531
C 0.811 -0.435 0.437
N 0.198 -1.234 -0.391
H 2.436 -0.492 -0.687
H 0.413 -0.367 1.379
N -0.832 1.561 -0.348
C -1.658 1.077 0.385
H 2.626 0.637 0.564
H -0.785 -1.443 -0.380
N 2.049 -0.055 0.084
I -3.332 -0.303 -0.020
*
```

=====

Entry 2
The following is a quantum chemistry calculation of a gas-phase ion, C2H7IN3 (charge +1), from the OMol25 dataset.

Results
Gap between HOMO and LUMO in eV: 8.66
HOMO energy in eV: -13.276
LUMO energy in eV: -4.62

The geometry in ORCA input format:
```
! wB97M-V def2-TZVPD RIJCOSX def2/J DEFGRID3
* xyz 1 1
H -0.582 2.074 -0.186
N -0.709 0.028 -0.067
H 1.478 1.025 -1.321
H 1.812 1.886 0.123
I -2.843 0.330 -0.069
C 0.022 -1.032 0.046
C 0.018 1.205 0.300
H -1.592 -2.414 -0.164
N -0.545 -2.229 -0.052
H -0.171 -3.220 0.228
H 0.159 1.182 1.440
H 1.646 0.097 0.035
N 1.307 1.070 -0.312
*
```

=====

Energy comparison, zero being the most stable, in hartree: entry 1 0.0000; entry 2 0.0525.